w.
The following is a quantum chemistry calculation of one molecule with the formula C15H20N2O2, from the OMol25 dataset.

Properties
LUMO level = 0.0315 Eh
E_HOMO = -0.284 hartree

Positions of all 39 atoms, in Å:
C -5.690 -0.187 0.422
O -4.639 -0.905 -0.173
C -3.413 -0.305 -0.264
C -3.116 0.975 0.178
C -1.834 1.489 0.034
C -0.831 0.731 -0.550
O 0.454 1.144 -0.740
C 0.900 2.308 -0.079
C 2.426 2.314 -0.098
C 3.025 1.290 0.874
C 2.643 -0.113 0.537
C 1.722 -0.951 1.206
C 0.906 -0.648 2.412
N 1.642 -2.125 0.607
N 2.477 -2.065 -0.432
C 3.109 -0.872 -0.520
C 4.080 -0.565 -1.601
C -1.134 -0.557 -0.996
C -2.403 -1.066 -0.856
H -6.554 -0.850 0.395
H -5.921 0.727 -0.136
H -5.465 0.071 1.462
H -3.868 1.597 0.638
H -1.643 2.494 0.380
H 0.514 3.202 -0.593
H 0.542 2.322 0.959
H 2.755 2.093 -1.113
H 2.772 3.314 0.170
H 2.692 1.521 1.888
H 4.115 1.387 0.847
H 1.524 -0.222 3.202
H 0.445 -1.565 2.769
H 0.116 0.062 2.168
H 2.578 -2.859 -1.042
H 3.566 -0.155 -2.471
H 4.608 -1.466 -1.909
H 4.805 0.169 -1.257
H -0.349 -1.144 -1.442
H -2.641 -2.062 -1.193

x.
The following is a quantum chemistry calculation of C15H20N2O2 as an isolated structure, from the OMol25 dataset.

Properties
LUMO level = 0.0236 Eh
E_HOMO = -0.333 hartree

Positions of all 39 atoms, in Å:
N -1.556 1.222 0.889
C -1.994 0.180 0.099
N -1.403 -0.657 -0.565
O -0.111 -0.932 -0.645
C 0.716 -0.952 0.230
O 0.375 -0.497 1.560
C 1.992 -1.251 0.074
C 2.861 0.190 -0.408
C 4.267 -0.078 -0.823
C 5.137 1.160 -1.001
H 5.471 1.388 -1.974
H 4.345 2.175 -1.027
C 6.237 1.067 -0.060
H 5.871 1.790 1.013
H 7.070 1.799 -0.416
C 6.454 -0.256 0.420
H 7.128 -0.556 1.261
H 7.057 -0.680 -0.465
C 5.240 -0.747 0.277
H 5.134 -1.881 0.278
H 4.651 -0.688 1.235
H 4.166 -0.602 -1.490
H 2.883 0.843 0.709
H 2.321 0.830 -0.869
H 2.014 -1.503 -1.273
H 2.640 -1.721 0.659
C -3.612 -0.017 -0.036
C -4.315 1.514 -0.098
C -5.810 1.282 -0.074
C -6.358 0.066 -0.196
C -5.658 -0.966 -0.295
C -4.324 -1.073 -0.258
H -3.685 -1.918 -0.097
H -6.205 -2.152 -0.337
H -7.501 0.015 -0.351
H -6.246 2.445 -0.178
H -3.818 2.313 -0.200
H -2.240 1.763 1.657
H -0.707 1.108 1.225

w is preferred energetically. Next in line: 1592.1 kJ/mol higher.

w.
The following is a quantum chemistry calculation of an isolated ion of composition C5H9N2O2 and charge +1, from the OMol25 dataset.

Properties
LUMO level = -0.1128 Eh
E_HOMO = -0.532 hartree
Charge = +1

Positions of all 18 atoms, in Å:
C -1.438 -0.289 1.071
C -1.083 0.023 -0.390
O -1.346 1.344 -0.909
O -1.557 -0.942 -1.250
N 0.445 0.016 -0.348
C 1.267 -1.102 -0.008
C 2.544 -0.613 -0.089
N 2.510 0.731 -0.399
C 1.229 1.080 -0.519
H -2.461 -0.412 1.281
H -0.942 -1.288 1.465
H -1.023 0.585 1.617
H -2.046 1.620 -1.413
H -1.377 -0.738 -2.118
H 0.994 -2.069 0.262
H 3.573 -1.097 0.185
H 3.310 1.333 -0.670
H 1.043 2.114 -0.843

x.
The following is a quantum chemistry calculation of a 2-piece molecular cluster, C5H9N2O2 overall, from the OMol25 dataset.

Properties
LUMO level (alpha / beta) = -0.1818 / -0.2167 Eh
E_HOMO (alpha / beta) = -0.389 / -0.345 hartree
Charge = +1

Positions of all 18 atoms, in Å:
C -0.722 1.460 -1.805
C -0.941 0.325 -1.087
C 1.177 0.935 -0.823
C -0.818 0.021 2.397
C 0.440 -1.212 0.191
N 0.571 1.822 -1.634
N 0.265 -0.062 -0.480
O -0.512 -2.141 0.175
O 1.697 -1.535 0.736
H -1.293 2.011 -2.514
H -1.886 -0.090 -1.230
H 2.254 1.123 -0.535
H -1.229 0.972 2.344
H -1.537 -0.785 2.093
H 0.042 0.036 2.997
H 1.159 2.606 -1.927
H -0.301 -3.053 -0.076
H 1.633 -2.433 1.179

w is preferred energetically. Next in line: 564.4 kJ/mol higher.

w.
The following is a quantum chemistry calculation of one molecule with the formula C3H2N4O, from the OMol25 dataset.

Properties
LUMO level = -0.0605 Eh
E_HOMO = -0.336 hartree

Positions of all 10 atoms, in Å:
O 0.410 -1.955 1.365
C 0.447 -0.935 0.719
C 0.580 -0.541 -0.713
C -0.099 0.572 -1.181
N -1.168 1.130 -0.508
N -1.403 1.244 0.635
N -0.262 1.231 1.627
N 0.567 0.302 1.634
H 0.875 -1.641 -1.401
H 0.053 0.593 -2.177

x.
The following is a quantum chemistry calculation of one molecule with the formula C3H2N4O, from the OMol25 dataset.

Properties
LUMO level = -0.0365 Eh
E_HOMO = -0.379 hartree

Positions of all 10 atoms, in Å:
O -1.682 0.798 -1.293
C -0.823 0.332 -0.629
C 0.164 1.443 0.187
N 1.440 1.099 0.317
N 1.433 -0.211 0.195
N 0.637 -0.552 1.048
N -0.016 -1.763 0.522
C -0.820 -1.264 -0.285
H -0.130 2.380 0.310
H -2.001 -1.839 -0.166

w is preferred energetically. Next in line: 125.8 kJ/mol higher.

w.
The following is a quantum chemistry calculation of one molecule with the formula C3H6, from the OMol25 dataset.

Properties
LUMO level = 0.0492 Eh
E_HOMO = -0.355 hartree

Positions of all 9 atoms, in Å:
C 1.384 -0.185 -0.006
C 0.244 0.492 -0.016
C -1.152 -0.117 -0.002
H 1.401 -1.275 0.003
H 2.340 0.318 0.019
H 0.305 1.584 0.010
H -1.281 -0.768 -0.876
H -1.324 -0.705 0.901
H -1.917 0.656 -0.033

x.
The following is a quantum chemistry calculation of one molecule with the formula C3H6, from the OMol25 dataset.

Properties
LUMO level = 0.0461 Eh
E_HOMO = -0.353 hartree

Positions of all 9 atoms, in Å:
C 1.407 -0.187 0.003
C 0.252 0.407 -0.019
C -1.133 -0.111 0.020
H 1.575 -1.308 -0.093
H 2.195 0.578 0.208
H 0.292 1.492 -0.056
H -1.051 -0.853 -0.784
H -1.524 -0.628 0.972
H -2.013 0.610 -0.250

w is preferred energetically. Next in line: 68.5 kJ/mol higher.

w.
The following is a quantum chemistry calculation of one molecule with the formula C3H6, from the OMol25 dataset.

Properties
LUMO level = 0.0496 Eh
E_HOMO = -0.388 hartree

Positions of all 9 atoms, in Å:
C 0.867 -0.102 -0.016
C -0.351 0.763 0.006
C -0.469 -0.622 -0.062
H 1.538 -0.028 0.751
H 1.372 -0.080 -0.811
H -0.618 0.856 1.007
H -0.773 1.489 -0.670
H -0.977 -1.242 -0.732
H -0.822 -1.224 0.886

x.
The following is a quantum chemistry calculation of one molecule with the formula C3H6, from the OMol25 dataset.

Properties
LUMO level = 0.0472 Eh
E_HOMO = -0.364 hartree

Positions of all 9 atoms, in Å:
C 1.330 -0.219 0.024
C 0.281 0.522 -0.003
C -1.128 -0.079 0.022
H 1.242 -1.315 0.059
H 2.270 0.389 -0.004
H 0.467 1.568 0.056
H -0.851 -1.046 -0.637
H -1.673 -0.308 1.066
H -1.937 0.489 -0.585

x is preferred energetically. Next in line: 112.3 kJ/mol higher.

w.
The following is a quantum chemistry calculation of one molecule with the formula C2N2S, from the OMol25 dataset.

Properties
LUMO level = -0.0401 Eh
E_HOMO = -0.367 hartree

Positions of all 5 atoms, in Å:
C -0.088 -0.889 0.640
C 0.701 0.791 -1.138
N -0.017 -1.774 1.406
N -0.019 0.101 -0.289
S -0.577 1.771 -0.619

x.
The following is a quantum chemistry calculation of one molecule with the formula C2N2S, from the OMol25 dataset.

Properties
LUMO level (alpha / beta) = -0.1114 / -0.1114 Eh
E_HOMO (alpha / beta) = -0.348 / -0.348 hartree

Positions of all 5 atoms, in Å:
C 0.859 0.881 -0.100
C 1.241 1.165 -1.246
N 0.000 0.360 0.777
N -0.709 -0.609 0.607
S -1.391 -1.796 -0.038

w is preferred energetically. Next in line: 281.7 kJ/mol higher.